Record 1
9
Properties=species:S:1:pos:R:3:nbo_charge:R:1 method="wB97M-V/def2-TZVPD" smiles="O=C=O.CSF" energy_ha=-726.5268 charge=0
O 3.075 0.388 -1.508 -0.520
C 2.184 -0.281 -1.842 1.020
O 1.369 -0.939 -2.284 -0.502
C -1.250 -0.063 1.406 -0.866
S -0.129 -0.235 0.133 0.615
F -0.704 0.891 -0.870 -0.487
H -0.923 0.599 2.178 0.220
H -1.635 -1.017 1.872 0.248
H -1.987 0.658 0.914 0.272

=====

Record 2
19
Properties=species:S:1:pos:R:3:nbo_charge:R:1 method="wB97M-V/def2-TZVPD" smiles=CPc1nccc2occc12 energy_ha=-780.9279 charge=0
C 2.068 0.841 0.370 -0.902
P 1.728 0.038 -1.239 0.520
C 0.080 -0.670 -0.725 -0.035
N -0.058 -2.013 -0.569 -0.449
C -1.183 -2.478 -0.138 0.050
C -2.376 -1.770 -0.006 -0.318
C -2.336 -0.428 -0.149 0.322
O -3.262 0.520 -0.031 -0.406
C -2.538 1.709 -0.229 0.129
C -1.292 1.549 -0.738 -0.275
C -1.016 0.153 -0.450 -0.161
H 1.404 1.713 0.377 0.229
H 3.165 1.055 0.344 0.236
H 1.818 0.120 1.073 0.226
H 2.513 -1.184 -1.148 -0.011
H -1.163 -3.587 -0.114 0.194
H -3.186 -2.416 0.272 0.232
H -3.061 2.586 -0.193 0.196
H -0.653 2.275 -0.962 0.223

=====

Record 3
28
Properties=species:S:1:pos:R:3:nbo_charge:R:1 method="wB97M-V/def2-TZVPD" smiles="O=C(F)NC(=O)n1cn[n+](CCCCO)c1" energy_ha=-856.0536 charge=+1
O -0.696 -2.542 5.427 -0.471
C -0.691 -2.256 4.097 0.924
F 0.118 -1.037 3.730 -0.344
N -1.479 -3.095 3.116 -0.675
C -0.735 -3.353 1.825 0.781
O 0.023 -4.453 1.746 -0.427
N -0.834 -2.473 0.585 -0.443
C -0.989 -2.890 -0.893 0.205
N -1.049 -1.615 -1.760 -0.130
N -0.947 -0.567 -0.858 -0.142
C -0.909 0.942 -1.056 -0.259
C 0.666 1.358 -1.241 -0.428
C 1.044 2.880 -0.757 -0.452
C 2.017 3.508 -1.961 -0.062
O 1.178 3.863 -3.117 -0.728
C -0.791 -0.961 0.598 0.233
H -1.682 -4.058 3.518 0.480
H -1.027 -4.011 -1.297 0.319
H -1.537 1.202 -2.037 0.272
H -1.455 1.540 -0.182 0.259
H 0.924 1.256 -2.398 0.222
H 1.347 0.557 -0.685 0.225
H 0.117 3.565 -0.520 0.235
H 1.734 2.797 0.214 0.225
H 2.697 2.590 -2.309 0.167
H 2.706 4.378 -1.589 0.223
H 0.944 3.050 -3.657 0.470
H -0.693 -0.175 1.459 0.319